# C38H31F10KN10O

A structure of composition C38H31F10KN10O (wB97M-V/def2-TZVPD, the Open Molecules 2025 dataset).

For the HOMO energy, the calculation gives -1.77 eV. For the total energy, the calculation gives -100356.910 eV. As for the maximum force: 0.781 eV/Å. For the HOMO-LUMO gap, the calculation gives 5.43 eV. The net charge is -2. The spin multiplicity is 1. The calculation puts the relative energy (zero: lowest compared OMol25 entry of this formula, charge and spin) at 41.6 kcal/mol.

Cartesian coordinates (Å):
K (-0.187, 0.337, -0.992)
C (-1.449, 0.505, 3.118)
N (-0.019, 0.335, 3.332)
C (0.331, -0.843, 4.116)
C (0.420, -2.228, 3.476)
N (-0.796, -2.639, 2.817)
C (-0.936, -3.893, 2.466)
C (-0.046, -5.015, 2.606)
F (1.234, -4.835, 3.066)
C (-0.376, -6.316, 2.274)
F (0.532, -7.302, 2.481)
C (-1.595, -6.641, 1.724)
F (-1.917, -7.925, 1.402)
C (-2.489, -5.594, 1.507)
F (-3.696, -5.877, 0.965)
C (-2.175, -4.304, 1.843)
F (-3.104, -3.355, 1.608)
C (0.710, 0.480, 2.087)
C (2.223, 0.402, 2.218)
N (2.772, 0.570, 0.885)
C (4.058, 0.834, 0.767)
C (5.086, 0.840, 1.760)
F (4.797, 0.473, 3.041)
C (6.408, 1.152, 1.505)
F (7.303, 1.120, 2.519)
C (6.847, 1.475, 0.238)
F (8.147, 1.786, -0.010)
C (5.901, 1.459, -0.778)
F (6.288, 1.763, -2.039)
C (4.591, 1.148, -0.523)
F (3.735, 1.157, -1.564)
H (-1.967, 0.456, 4.079)
H (-1.879, -0.267, 2.465)
H (-1.629, 1.491, 2.689)
H (-0.388, -0.895, 4.940)
H (1.316, -0.654, 4.563)
H (0.691, -2.893, 4.311)
H (1.286, -2.247, 2.793)
H (0.462, 1.450, 1.645)
H (0.424, -0.287, 1.348)
H (2.499, -0.580, 2.625)
H (2.556, 1.149, 2.950)
C (-2.491, 4.273, 3.715)
C (-3.379, 4.037, 2.672)
C (-2.911, 3.753, 1.397)
C (-1.537, 3.693, 1.128)
C (-0.654, 3.926, 2.190)
C (-1.126, 4.215, 3.461)
N (-1.037, 3.320, -0.114)
C (-1.164, 4.121, -1.142)
C (-1.716, 5.465, -1.080)
C (-1.750, 6.276, -2.169)
C (-1.257, 5.859, -3.438)
C (-0.722, 4.608, -3.547)
C (-0.678, 3.728, -2.447)
N (-0.186, 2.454, -2.525)
N (0.506, 2.153, -3.529)
C (0.820, 0.805, -3.776)
C (2.153, 0.484, -4.062)
C (2.458, -0.800, -4.445)
C (1.431, -1.732, -4.586)
C (0.146, -1.316, -4.303)
N (-0.167, -0.085, -3.887)
H (-2.855, 4.486, 4.713)
H (-4.448, 4.061, 2.856)
H (-3.604, 3.547, 0.589)
H (0.409, 3.850, 1.996)
H (-0.420, 4.382, 4.266)
H (-2.086, 5.816, -0.125)
H (-2.167, 7.274, -2.069)
H (-1.314, 6.521, -4.293)
H (-0.340, 4.239, -4.491)
H (2.909, 1.245, -3.951)
H (3.487, -1.078, -4.641)
H (1.625, -2.746, -4.909)
H (-0.694, -1.996, -4.404)
C (1.248, -5.641, -0.979)
N (0.493, -4.420, -1.072)
C (-0.702, -4.258, -1.877)
C (-0.994, -2.764, -1.676)
O (-1.961, -2.174, -2.112)
N (0.015, -2.224, -0.924)
C (0.830, -3.205, -0.592)
N (1.947, -2.981, 0.124)
H (0.561, -6.485, -0.953)
H (1.827, -5.668, -0.059)
H (1.931, -5.763, -1.827)
H (-1.532, -4.867, -1.515)
H (-0.518, -4.476, -2.933)
H (2.033, -2.039, 0.497)
H (2.300, -3.719, 0.711)

Cartesian forces (eV/Å) of the 2 atoms listed first:
K -0.128 0.522 0.567
C 0.015 -0.157 -0.011


# C25H48CdN3PSb

A structure of composition C25H48CdN3PSb (wB97M-V/def2-TZVPD, the Open Molecules 2025 dataset).

For the HOMO energy, the calculation gives -10.00 eV. For the total energy, the calculation gives -51558.495 eV. As for the maximum force: 0.099 eV/Å. For the HOMO-LUMO gap, the calculation gives 7.30 eV. The net charge is +1. The spin multiplicity is 1.

Cartesian coordinates (Å):
Cd (-0.484, 0.541, 0.601)
C (-3.067, -0.956, 1.498)
C (-1.865, -1.446, 2.066)
C (-1.164, -0.363, 2.646)
C (-1.940, 0.846, 2.377)
C (-3.119, 0.429, 1.675)
C (-4.256, 1.342, 1.325)
C (-1.821, 2.132, 3.151)
C (-0.048, -0.474, 3.649)
C (-1.485, -2.891, 2.175)
C (-4.118, -1.833, 0.884)
H (-4.799, 1.014, 0.438)
H (-3.913, 2.361, 1.141)
H (-4.983, 1.393, 2.141)
H (-2.393, 2.077, 4.082)
H (-2.205, 2.982, 2.586)
H (-0.789, 2.360, 3.420)
H (-0.426, -0.851, 4.603)
H (0.406, 0.498, 3.847)
H (0.744, -1.156, 3.334)
H (-2.044, -3.382, 2.976)
H (-0.425, -3.018, 2.402)
H (-1.700, -3.443, 1.258)
H (-4.533, -2.522, 1.624)
H (-3.733, -2.458, 0.072)
H (-4.954, -1.252, 0.492)
C (2.401, -1.938, 1.034)
C (3.174, -0.677, 1.421)
C (4.670, -0.848, 1.185)
Sb (2.267, 1.018, 0.432)
C (2.975, 2.791, 1.433)
C (4.346, 2.600, 2.072)
C (1.935, 3.235, 2.457)
C (3.146, 1.114, -1.536)
C (4.567, 1.666, -1.528)
C (3.059, -0.245, -2.226)
H (2.749, -2.787, 1.627)
H (2.559, -2.190, -0.018)
H (1.325, -1.840, 1.198)
H (2.998, -0.461, 2.480)
H (4.889, -1.062, 0.139)
H (5.031, -1.698, 1.769)
H (5.247, 0.026, 1.483)
H (3.043, 3.539, 0.638)
H (4.325, 1.820, 2.836)
H (4.651, 3.526, 2.565)
H (5.116, 2.345, 1.345)
H (1.778, 2.469, 3.222)
H (0.970, 3.454, 1.995)
H (2.273, 4.139, 2.969)
H (2.497, 1.820, -2.063)
H (5.252, 1.005, -0.996)
H (4.623, 2.655, -1.072)
H (4.931, 1.759, -2.554)
H (3.749, -0.961, -1.779)
H (3.327, -0.150, -3.281)
H (2.058, -0.679, -2.175)
C (-2.840, 0.193, -4.391)
N (-3.588, -0.485, -3.335)
C (-3.335, -1.923, -3.420)
N (-1.914, -2.270, -3.369)
C (-1.210, -1.537, -4.422)
N (-1.404, -0.088, -4.361)
C (-0.770, 0.492, -3.182)
P (-1.478, -0.211, -1.620)
C (-3.266, 0.045, -2.016)
C (-1.343, -2.005, -2.055)
H (-2.999, 1.269, -4.314)
H (-3.228, -0.146, -5.353)
H (-3.736, -2.281, -4.370)
H (-3.859, -2.430, -2.609)
H (-1.584, -1.887, -5.385)
H (-0.143, -1.762, -4.365)
H (-0.914, 1.575, -3.184)
H (0.306, 0.304, -3.219)
H (-3.490, 1.113, -1.977)
H (-3.871, -0.448, -1.255)
H (-1.859, -2.593, -1.294)
H (-0.292, -2.302, -2.042)

Cartesian forces (eV/Å) of the 2 atoms listed first:
Cd -0.036 -0.034 -0.085
C 0.005 -0.003 0.012


# C29H54BHoN8O2P

A structure of composition C29H54BHoN8O2P in a non-equilibrium geometry (wB97M-V/def2-TZVPD, the Open Molecules 2025 dataset).

For the HOMO energy (spin up / spin down), the calculation gives -14.37 / -14.37 eV. For the total energy, the calculation gives -82707.540 eV. As for the maximum force: 2.353 eV/Å. As for the expectation value of S²: 6.0047. For the HOMO-LUMO gap (spin up / spin down), the calculation gives 7.33 / 7.36 eV. The net charge is +3. The spin multiplicity is 5. The calculation puts the relative energy (zero: lowest compared OMol25 entry of this formula, charge and spin) at 0.6 kcal/mol.

Cartesian coordinates (Å):
Ho (0.930, -0.336, 0.183)
N (-0.160, -2.871, 0.228)
C (-1.048, -3.211, -0.909)
C (-1.606, -1.954, -1.525)
N (-0.490, -1.122, -2.039)
H (0.301, -3.719, 0.541)
H (-0.758, -2.606, 1.013)
H (-1.864, -3.867, -0.612)
H (-0.457, -3.743, -1.660)
H (-2.140, -1.377, -0.767)
H (-2.319, -2.224, -2.304)
H (-0.873, -0.305, -2.503)
H (-0.022, -1.643, -2.772)
N (2.186, 1.400, 1.814)
C (2.637, 0.792, 3.084)
C (3.369, -0.492, 2.803)
N (2.460, -1.447, 2.117)
H (2.977, 1.837, 1.349)
H (1.553, 2.164, 2.032)
H (1.757, 0.590, 3.697)
H (3.288, 1.456, 3.652)
H (3.751, -0.902, 3.737)
H (4.221, -0.299, 2.149)
H (1.724, -1.687, 2.782)
H (2.962, -2.317, 1.977)
C (-1.508, 4.519, -2.634)
N (-1.527, 3.427, -1.609)
C (-2.003, 2.142, -2.194)
C (-0.224, 3.252, -0.848)
C (0.973, 2.766, -1.635)
C (1.645, 3.675, -2.455)
C (2.843, 3.335, -3.068)
C (3.404, 2.095, -2.799)
C (2.733, 1.216, -1.954)
C (1.485, 1.483, -1.374)
H (-2.529, 4.702, -2.961)
H (-0.902, 4.202, -3.478)
H (-1.101, 5.423, -2.190)
H (-2.209, 3.700, -0.900)
H (-1.267, 1.821, -2.930)
H (-2.964, 2.301, -2.677)
H (-2.100, 1.414, -1.389)
H (-0.465, 2.554, -0.053)
H (-0.019, 4.226, -0.404)
H (1.271, 4.687, -2.581)
H (3.355, 4.049, -3.702)
H (4.370, 1.837, -3.223)
H (3.237, 0.276, -1.719)
C (5.116, -2.857, -3.766)
N (5.515, -3.225, -2.322)
C (5.148, -4.708, -2.090)
N (3.769, -4.919, -2.359)
C (3.447, -4.550, -3.738)
N (3.740, -3.136, -3.980)
C (2.840, -2.244, -3.250)
P (2.968, -2.437, -1.389)
C (4.833, -2.335, -1.320)
C (2.874, -4.305, -1.378)
H (5.743, -3.459, -4.420)
H (5.343, -1.802, -3.905)
H (6.528, -3.120, -2.227)
H (5.403, -4.947, -1.059)
H (5.773, -5.289, -2.766)
H (2.393, -4.741, -3.930)
H (4.036, -5.162, -4.421)
H (1.818, -2.469, -3.556)
H (3.038, -1.206, -3.519)
H (5.179, -2.621, -0.328)
H (5.147, -1.308, -1.503)
H (1.848, -4.608, -1.593)
H (3.119, -4.678, -0.382)
C (-6.876, 1.635, 5.139)
C (-6.075, 2.237, 3.983)
C (-6.999, 2.349, 2.761)
C (-5.601, 3.638, 4.399)
C (-4.854, 1.384, 3.619)
C (-4.527, 0.213, 4.311)
C (-3.414, -0.567, 3.998)
C (-2.632, -0.134, 2.958)
O (-1.473, -0.698, 2.422)
B (-1.067, 0.138, 1.377)
O (-1.975, 1.204, 1.264)
C (-2.936, 1.012, 2.262)
C (-4.029, 1.790, 2.560)
H (-7.731, 2.276, 5.356)
H (-6.280, 1.563, 6.052)
H (-7.262, 0.642, 4.892)
H (-7.885, 2.933, 3.017)
H (-7.328, 1.360, 2.430)
H (-6.507, 2.845, 1.920)
H (-6.458, 4.253, 4.681)
H (-5.077, 4.148, 3.586)
H (-4.927, 3.581, 5.257)
H (-5.155, -0.113, 5.128)
H (-3.186, -1.470, 4.550)
H (-4.239, 2.690, 1.992)

Cartesian forces (eV/Å) of the 2 atoms listed first:
Ho 2.051 -0.515 -1.031
N -0.099 0.370 0.225


# C48H51N4O5PtSTe

A structure of composition C48H51N4O5PtSTe (wB97M-V/def2-TZVPD, the Open Molecules 2025 dataset).

For the HOMO energy, the calculation gives -9.77 eV. For the total energy, the calculation gives -88172.682 eV. As for the maximum force: 0.533 eV/Å. For the HOMO-LUMO gap, the calculation gives 7.42 eV. The net charge is +1. The spin multiplicity is 1. The calculation puts the relative energy (zero: lowest compared OMol25 entry of this formula, charge and spin) at 4.7 kcal/mol.

Cartesian coordinates (Å):
Pt (0.648, -1.564, -1.627)
C (-2.753, -2.106, 4.673)
C (-1.872, -1.754, 3.507)
C (-0.846, -0.820, 3.631)
C (-0.010, -0.500, 2.581)
C (1.095, 0.483, 2.758)
O (2.163, 0.361, 2.185)
C (0.852, 1.688, 3.609)
C (-0.403, 2.284, 3.690)
C (-0.567, 3.464, 4.400)
C (0.518, 4.038, 5.046)
C (1.771, 3.446, 4.969)
C (1.943, 2.281, 4.241)
C (-0.178, -1.115, 1.301)
O (0.617, -0.748, 0.371)
C (-1.257, -2.053, 1.138)
C (-2.058, -2.330, 2.269)
C (-1.617, -2.707, -0.114)
N (-1.053, -2.559, -1.275)
C (-1.466, -3.354, -2.440)
C (-0.558, -4.562, -2.569)
Te (1.458, -3.904, -2.208)
C (1.467, -4.584, -0.206)
C (1.125, -5.906, 0.059)
C (1.094, -6.356, 1.371)
C (1.420, -5.496, 2.410)
C (1.781, -4.185, 2.139)
C (1.806, -3.722, 0.830)
C (-2.792, -3.637, -0.062)
C (-4.055, -3.177, -0.415)
C (-5.141, -4.038, -0.363)
C (-4.966, -5.357, 0.034)
C (-3.705, -5.813, 0.389)
C (-2.616, -4.953, 0.347)
H (-2.528, -1.479, 5.536)
H (-2.616, -3.145, 4.979)
H (-3.808, -1.970, 4.432)
H (-0.687, -0.339, 4.590)
H (-1.250, 1.831, 3.189)
H (-1.541, 3.933, 4.452)
H (0.388, 4.954, 5.608)
H (2.617, 3.901, 5.467)
H (2.919, 1.828, 4.137)
H (-2.881, -3.022, 2.162)
H (-1.320, -2.713, -3.311)
H (-2.517, -3.635, -2.398)
H (-0.611, -5.007, -3.560)
H (-0.776, -5.325, -1.822)
H (0.885, -6.593, -0.744)
H (0.824, -7.383, 1.578)
H (1.392, -5.851, 3.432)
H (2.030, -3.506, 2.945)
H (2.040, -2.682, 0.638)
H (-4.184, -2.146, -0.722)
H (-6.125, -3.678, -0.631)
H (-5.815, -6.026, 0.070)
H (-3.569, -6.838, 0.709)
H (-1.631, -5.294, 0.652)
C (-1.226, 7.218, 1.034)
C (-0.165, 6.191, 0.763)
C (0.594, 5.640, 1.788)
C (1.575, 4.683, 1.559)
C (1.801, 4.240, 0.262)
N (2.726, 3.241, -0.062)
C (3.706, 2.727, 0.760)
O (3.950, 3.129, 1.874)
N (4.451, 1.697, 0.184)
C (4.099, 0.899, -0.912)
C (5.008, 0.555, -1.902)
C (4.606, -0.327, -2.893)
C (3.328, -0.836, -2.874)
N (2.440, -0.522, -1.915)
C (2.820, 0.328, -0.951)
C (1.056, 4.787, -0.785)
C (0.095, 5.751, -0.535)
H (-1.075, 7.696, 2.001)
H (-2.221, 6.767, 1.042)
H (-1.226, 7.997, 0.271)
H (0.428, 5.974, 2.806)
H (2.150, 4.278, 2.378)
H (2.779, 3.007, -1.037)
H (5.330, 1.539, 0.647)
H (6.015, 0.953, -1.884)
H (5.283, -0.622, -3.681)
H (2.965, -1.501, -3.648)
H (2.136, 0.474, -0.123)
H (1.246, 4.466, -1.804)
H (-0.456, 6.178, -1.366)
C (-1.131, 1.183, -5.696)
C (0.203, 1.886, -5.422)
C (1.133, 0.710, -5.161)
O (0.338, -0.232, -4.456)
C (-1.002, -0.154, -4.943)
H (-1.264, 1.016, -6.764)
H (-1.989, 1.762, -5.355)
H (0.149, 2.516, -4.531)
H (0.530, 2.508, -6.254)
H (1.987, 0.960, -4.530)
H (1.505, 0.280, -6.100)
H (-1.658, -0.217, -4.073)
H (-1.203, -1.004, -5.603)
C (-2.065, 2.615, -2.170)
S (-0.668, 1.742, -1.459)
C (-1.004, 2.117, 0.260)
O (-1.012, 0.286, -1.629)
H (-2.984, 2.206, -1.752)
H (-2.038, 2.460, -3.246)
H (-1.966, 3.674, -1.940)
H (-0.789, 3.166, 0.457)
H (-0.331, 1.481, 0.830)
H (-2.043, 1.875, 0.483)

Cartesian forces (eV/Å) of the 2 atoms listed first:
Pt 0.180 -0.282 0.415
C -0.072 -0.042 0.076